*1*
An isolated molecule of C9H7N3O. Source: the OMol25 dataset; level of theory: ωB97M-V/def2-TZVPD.

The value obtained for the orbital gap is 8.652 eV. As for the LUMO energy: -0.3 eV. The charge is 0.

CARTESIAN COORDINATES (ANGSTROEM)
1 O 4.886 -1.149 -0.034
2 N 3.664 -0.989 -0.085
3 N 3.198 0.250 -0.109
4 C 1.834 0.420 -0.015
5 C 1.187 1.701 -0.024
6 C -0.176 1.846 0.089
7 C -0.969 0.643 0.013
8 C -2.412 0.611 -0.159
9 C -3.109 -0.540 -0.143
10 C -2.423 -1.769 -0.020
11 C -1.034 -1.736 0.118
12 C -0.269 -0.561 -0.008
13 N 1.132 -0.681 -0.020
14 H 3.904 0.951 0.172
15 H 1.836 2.581 0.034
16 H -0.701 2.799 0.107
17 H -2.942 1.550 -0.030
18 H -4.163 -0.601 -0.142
19 H -2.972 -2.668 0.117
20 H -0.471 -2.659 0.140

*2*
A 2-piece molecular cluster, C9H7N3O overall. Source: the OMol25 dataset; level of theory: ωB97M-V/def2-TZVPD.

The value obtained for the orbital gap is 8.052 eV. As for the LUMO energy: -0.6 eV. The charge is 0.

CARTESIAN COORDINATES (ANGSTROEM)
1 C -1.795 -0.464 -0.233
2 C -1.703 0.912 -0.322
3 C -0.535 1.583 -0.468
4 C 0.658 0.821 -0.455
5 C 1.986 1.307 0.037
6 C 3.198 0.398 0.433
7 C 2.982 -0.971 0.131
8 C 1.660 -1.413 -0.368
9 C 0.517 -0.544 -0.497
10 H -2.915 -2.165 0.391
11 H -2.540 1.395 -0.073
12 H -0.452 2.702 -0.278
13 H 2.023 2.462 0.240
14 H 4.260 0.767 0.648
15 H 3.521 -2.170 0.870
16 H 1.452 -2.521 -0.185
17 N -4.183 -0.478 0.084
18 N -3.022 -1.093 -0.075
19 N -0.774 -1.232 -0.272
20 O -4.337 0.703 0.391

Preferred: *1*; penalty for the next structure: 473.0 kJ/mol.

*1*
A 2-piece molecular cluster, C5H16NSi overall. Source: the OMol25 dataset; level of theory: ωB97M-V/def2-TZVPD.

The value obtained for the orbital gap is 10.425 eV. As for the LUMO energy: -4.4 eV. The charge is +1.

CARTESIAN COORDINATES (ANGSTROEM)
1 C 2.671 1.161 -0.075
2 C 0.578 -2.347 1.183
3 C 0.277 -0.883 -1.698
4 C 1.328 0.942 0.672
5 C -3.014 1.060 -0.412
6 N -2.033 0.466 0.608
7 Si 0.372 -0.732 0.218
8 H 3.424 0.449 0.366
9 H 2.539 0.983 -1.140
10 H 2.917 2.145 0.115
11 H 0.607 -3.101 0.476
12 H -2.639 0.731 -1.358
13 H -0.180 -2.570 1.799
14 H -0.313 -1.726 -2.027
15 H -0.324 -0.021 -1.975
16 H 1.142 -0.906 -2.349
17 H 0.691 1.792 0.458
18 H 1.601 1.033 1.753
19 H -2.764 2.086 -0.531
20 H -4.026 0.953 -0.192
21 H 1.505 -2.210 1.808
22 H -1.857 1.063 1.321
23 H -2.504 -0.369 0.980

*2*
A 2-piece molecular cluster, C5H16NSi overall. Source: the OMol25 dataset; level of theory: ωB97M-V/def2-TZVPD.

The value obtained for the orbital gap is 9.225 eV. As for the LUMO energy: -4.0 eV. The charge is +1.

CARTESIAN COORDINATES (ANGSTROEM)
1 C -2.795 0.313 0.474
2 C 1.603 -1.569 1.025
3 C 0.805 -1.383 -1.255
4 C -2.682 1.597 -0.342
5 C 1.153 0.644 0.085
6 N 0.787 -0.776 0.094
7 Si 2.765 1.383 0.052
8 H -1.946 0.198 1.152
9 H -2.861 -0.555 -0.178
10 H -3.693 0.340 1.085
11 H 1.251 -2.598 1.058
12 H 2.640 -1.559 0.696
13 H 1.550 -1.138 2.024
14 H 0.427 -2.405 -1.218
15 H 0.184 -0.800 -1.933
16 H 1.824 -1.387 -1.634
17 H -2.588 2.459 0.311
18 H -3.571 1.730 -0.952
19 H 0.299 1.281 -0.100
20 H -0.189 -0.806 0.423
21 H -1.821 1.573 -1.010
22 H 3.999 0.632 0.144
23 H 2.859 2.827 -0.001

Preferred: *1*; penalty for the next structure: 133.9 kJ/mol.